Here is a 12-piece molecular cluster, C52H140N12O14 overall at a distorted geometry from the Open Molecules 2025 dataset. Energies are from the ωB97M-V functional and the def2-TZVPD basis.

Last column: Mulliken charge in e.
Cartesian coordinates (Å):
O -3.30 5.19 2.42  -0.37
O 1.99 -4.43 1.51  -0.42
O -6.36 -3.27 2.89  -0.29
O -2.22 -1.07 1.35  -0.08
O -0.83 2.94 -3.40  -0.38
O 7.50 1.00 -0.05  -0.12
O -2.83 -3.53 5.81  -0.07
O 0.87 -0.58 -6.82  -0.38
O 4.15 1.69 4.41  -0.05
O 1.84 1.39 -0.35  0.05
O 3.42 4.23 -4.74  -0.11
O 0.01 8.34 -6.05  -0.37
O -3.70 -6.55 -3.66  -0.24
O -1.56 -1.10 7.88  -0.18
N 2.84 7.38 -6.52  -0.35
N -0.01 -4.08 -1.52  -0.23
N 1.08 0.48 -3.35  0.39
N -0.59 -1.61 5.24  -0.03
N 6.46 -1.58 0.34  -0.67
N -0.19 -1.01 -1.11  1.83
N -0.95 -4.40 7.60  -0.68
N -3.44 -4.15 -2.20  -0.19
N -2.40 2.01 0.88  -0.19
N -7.46 -5.76 0.45  -0.68
N -4.36 3.65 -2.64  -0.75
N 4.55 3.84 2.45  -0.57
C -2.34 -1.66 0.05  -1.06
C 0.38 3.65 -3.28  -0.05
C 4.47 0.38 4.77  -0.80
C 1.12 -4.53 -0.68  0.10
C 6.13 -0.99 -1.98  -1.06
C -0.06 9.65 -6.55  -0.71
C -4.18 -3.50 5.43  -0.61
C 2.58 -1.12 -4.38  -1.52
C -0.83 3.39 2.26  -1.19
C 8.42 1.93 0.49  -0.83
C -3.85 6.42 2.01  -0.75
C -3.15 -5.43 -4.31  -0.75
C -1.64 -0.92 -1.06  0.65
C 3.10 1.95 -0.68  0.05
C -2.27 3.14 1.81  0.70
C 1.57 -0.01 -4.63  0.94
C -1.94 3.78 -3.11  -0.96
C -2.22 -4.76 5.51  -0.68
C 2.45 -4.00 -1.19  -1.09
C 1.88 0.00 -0.11  -1.44
C 0.84 -4.15 0.75  0.70
C -3.15 -2.90 -4.29  -1.17
C -3.15 2.91 -3.06  1.99
C 4.27 3.79 -3.69  -0.60
C -2.60 -0.87 8.80  -0.91
C -6.59 -3.75 1.58  -0.14
C 7.19 -1.21 -0.91  0.32
C 0.43 -0.46 -5.50  -0.42
C -5.38 -5.92 1.70  -0.65
C -3.37 -7.75 -4.24  -0.81
C 0.45 -0.48 0.08  1.36
C -3.45 2.27 -4.39  -1.38
C 0.26 -1.63 -7.52  -0.74
C -0.26 -0.39 6.00  0.38
C -6.41 -1.85 2.95  -0.77
C 3.75 5.52 -5.16  -0.46
C 0.97 8.16 -5.03  0.00
C 3.79 4.57 4.64  -1.55
C 2.72 5.96 -6.19  -0.60
C -2.97 4.39 1.31  -0.93
C -0.01 0.76 5.05  -1.56
C -3.70 -4.17 -3.65  0.21
C 8.15 -0.04 -0.72  -0.93
C -1.41 -0.06 6.94  -0.83
C -3.06 -1.75 2.29  -0.32
C 2.40 8.32 -5.49  -0.88
C 5.29 2.54 4.43  -0.61
C 4.90 3.88 3.87  0.34
C -6.74 -5.28 1.63  0.24
C -0.90 -4.94 6.22  0.63
C 1.85 -4.06 2.84  -0.64
C -0.32 -6.32 6.12  -1.81
H -0.20 3.57 1.38  0.19
H 9.00 2.37 -0.34  0.34
H 3.62 3.44 2.36  0.26
H 0.47 4.58 -3.86  -0.32
H 2.52 -4.17 -2.27  0.48
H 0.20 -0.52 -1.93  -0.69
H -5.80 -3.41 0.89  0.02
H 2.27 -1.77 -3.56  0.22
H 8.56 0.22 -1.71  0.33
H -2.00 4.54 -3.90  0.21
H -3.34 -2.07 -3.60  0.20
H -3.85 4.06 0.74  0.48
H 6.56 -0.87 -2.97  0.45
H -0.15 -3.80 7.78  0.36
H -2.03 -2.72 0.06  0.33
H -0.92 9.75 -7.19  0.28
H 2.54 9.33 -5.89  0.48
H -2.92 -5.56 5.82  0.50
H -0.04 -3.04 -1.46  -0.23
H -0.43 0.23 -5.46  0.19
H 1.13 -5.62 -0.77  0.31
H 4.45 0.23 5.86  0.29
H -1.97 -1.44 -1.97  -0.30
H -0.10 10.41 -5.75  0.32
H -4.09 -8.51 -3.92  0.24
H 0.67 -6.43 6.57  0.36
H 3.76 -0.31 4.31  0.16
H -0.91 -7.02 6.73  0.47
H 3.74 6.25 -4.34  0.28
H -2.10 0.08 -1.17  -0.33
H -0.06 0.47 0.32  -1.11
H -4.82 -5.79 0.76  -0.01
H -3.10 6.99 1.44  0.29
H -2.27 -0.13 9.54  0.33
H -0.36 -6.74 5.12  0.33
H 5.74 4.58 3.98  0.34
H -0.01 -4.74 1.13  0.33
H 2.95 3.91 4.85  0.21
H -1.76 -3.81 7.72  0.26
H 2.49 -0.30 0.75  0.58
H -1.57 2.01 0.29  -0.34
H -1.38 -1.39 4.63  -0.22
H 0.32 -1.06 0.99  0.34
H -3.03 2.13 -2.31  -0.62
H -2.34 -2.24 2.96  0.02
H -4.15 4.39 -1.97  0.22
H 4.73 5.55 -5.66  0.26
H -2.39 -8.17 -3.99  0.30
H -2.05 -5.42 -4.29  0.32
H -8.32 -5.25 0.31  0.30
H 4.18 4.85 5.63  0.46
H 5.48 0.08 4.46  0.36
H -7.32 -5.44 2.54  0.26
H 2.31 -0.50 -1.00  -0.03
H 3.46 5.49 4.16  0.40
H -4.71 -5.45 2.43  0.01
H -4.81 -4.38 5.62  0.39
H -2.31 1.13 1.39  -0.04
H 0.54 -2.61 -7.12  0.30
H 2.13 0.76 -5.19  0.22
H 5.16 3.23 1.92  0.12
H 7.15 -1.69 1.09  0.26
H 5.71 2.57 5.45  0.41
H 2.25 7.58 -7.33  0.33
H 0.51 1.31 -3.44  -0.40
H -0.96 -2.31 5.86  0.02
H 2.68 -1.70 -5.30  0.52
H -5.81 -1.49 3.77  0.14
H 6.02 2.08 3.75  0.25
H 1.31 -4.84 3.40  0.19
H 1.71 5.65 -5.89  0.26
H -2.32 0.12 6.35  0.27
H -0.03 -1.36 -5.04  0.05
H 0.55 -3.10 0.85  -0.74
H 0.12 1.70 5.59  0.55
H -2.83 2.88 2.72  0.52
H -0.19 -4.26 5.72  0.09
H -3.95 -4.92 -1.78  0.19
H 3.67 1.22 -1.26  -0.02
H 5.99 -0.72 0.64  0.21
H 5.30 3.81 -4.05  0.45
H 1.22 3.02 -3.58  0.11
H 9.11 1.41 1.16  0.36
H -0.41 2.49 2.72  0.03
H -5.43 -6.99 1.91  0.36
H -4.78 -4.20 -3.79  0.39
H -4.96 2.99 -2.15  0.34
H 3.58 -0.73 -4.21  0.22
H 0.57 3.96 -2.24  0.27
H -4.20 -3.40 4.33  -0.05
H 3.61 2.31 0.22  -0.45
H 0.29 -4.20 -2.48  0.28
H 0.81 7.15 -4.65  -0.10
H -5.97 -1.48 2.01  0.37
H 0.76 8.87 -4.22  0.38
H -3.41 -1.73 -0.19  0.54
H -2.85 -1.78 9.34  0.26
H 3.94 2.84 -3.30  -0.11
H -2.54 1.82 -4.80  0.13
H -3.48 -7.72 -5.33  0.32
H 1.86 0.71 -2.75  -0.35
H 2.88 5.44 -7.13  0.38
H 0.82 9.92 -7.16  0.26
H 3.28 -4.49 -0.67  0.49
H -7.52 -3.31 1.18  0.30
H 7.74 -2.13 -1.12  0.46
H -3.82 3.01 -5.09  0.33
H -3.67 -2.71 -5.23  0.53
H -3.44 -5.42 -5.37  0.51
H -0.83 -1.51 -7.58  0.28
H -2.15 -4.91 4.42  0.28
H -3.62 -2.57 1.83  0.12
H 7.87 2.74 0.97  0.17
H 5.55 -0.09 -1.74  -0.05
H -2.47 -4.41 -2.03  0.00
H -4.21 7.00 2.85  0.27
H 5.50 -1.88 -1.99  0.30
H -2.07 -2.95 -4.43  0.04
H -0.77 0.89 4.27  0.14
H 8.99 -0.40 -0.11  0.46
H 1.32 -3.12 3.00  0.22
H 2.93 2.83 -1.30  0.12
H -6.90 -5.64 -0.39  0.23
H -3.52 -0.54 8.30  0.37
H 2.54 -2.93 -1.01  -0.09
H -3.59 -1.01 2.88  0.32
H -4.70 6.25 1.34  0.30
H -7.46 -1.55 2.99  0.37
H 3.04 8.21 -4.61  0.28
H 2.84 -4.03 3.30  0.40
H 0.59 -1.57 -8.56  0.28
H -2.31 4.94 0.61  0.26
H -0.77 4.23 2.95  0.56
H 0.62 -0.61 6.62  0.43
H -4.09 1.40 -4.24  0.38
H -4.65 -2.60 5.83  0.26
H 4.16 4.47 -2.83  0.34
H -1.21 0.91 7.45  0.56
H 0.91 0.55 4.49  0.36
H -1.76 4.32 -2.17  0.25

As for the HOMO energy: -8.27 eV. The HOMO-LUMO gap comes out at 8.81 eV. The calculation puts the energy above the lowest of the compared OMol25 structures with the same formula, charge and spin at 0.00 kcal/mol. As for the SMILES: COC[C@H](C)N.COC[C@H](C)N.COC[C@H](C)N.COC[C@H](C)N.COC[C@H](C)N.COC[C@H](C)N.COC[C@H](C)N.COC[C@H](C)N.COC[C@H](C)N.COC[C@H](C)N.COCCNCCOC.COCCNCCOC.

---

Here is a 16-piece molecular cluster, C52H140N4O16 overall at a distorted geometry from the Open Molecules 2025 dataset. Energies are from the ωB97M-V functional and the def2-TZVPD basis.

Last column: Mulliken charge in e.
Cartesian coordinates (Å):
O -0.50 -6.69 -0.55  -0.53
O -3.87 3.88 -3.19  -0.17
O 2.49 -1.06 3.48  0.22
O -2.88 -7.05 1.01  -0.65
O -0.76 0.70 3.67  0.51
O 5.40 -1.39 -0.60  0.10
O -3.03 -0.39 -4.51  -0.54
O -5.63 -0.33 1.91  -0.47
O -1.03 1.27 -1.14  1.54
O 4.54 3.44 -2.08  -0.48
O 1.47 4.89 3.27  -0.31
O -3.65 4.39 -0.57  -0.17
O 0.74 1.49 -3.45  0.82
O -1.80 5.54 -2.19  -0.48
O 3.82 -3.77 0.48  0.12
O 2.20 -3.67 -2.09  0.04
N 1.50 -0.61 6.26  -0.60
N 4.38 1.75 0.06  -0.61
N 1.74 2.28 4.20  0.12
N 0.87 -1.10 -1.23  0.54
C 1.62 -1.91 5.60  0.00
C 3.66 2.35 -2.24  -0.86
C 3.86 -2.29 -3.34  -0.61
C -3.15 1.00 3.58  -1.27
C -1.50 2.53 -0.73  0.12
C 2.67 3.13 6.46  -1.29
C -1.76 -5.44 2.58  -0.99
C -3.81 0.38 -2.38  0.31
C -3.38 4.31 1.89  -1.24
C -0.36 -1.87 0.77  -1.42
C 1.85 3.42 5.12  0.26
C -0.93 2.12 -5.15  -1.43
C -1.58 -5.22 -1.95  -1.52
C 0.18 1.19 -4.70  1.24
C -0.42 -6.23 -1.95  1.60
C 3.56 -1.04 2.54  -0.51
C -0.54 7.17 -0.84  -1.53
C -0.87 0.28 -0.12  1.33
C 0.58 5.51 -2.35  -1.29
C 6.80 -1.22 -0.36  0.61
C -6.21 4.06 -3.16  -1.38
C -4.86 5.41 -4.81  -1.66
C -1.86 1.48 5.76  -1.35
C 2.74 -5.76 1.39  -1.22
C -0.40 -1.10 -0.58  1.66
C -1.82 1.50 4.21  1.22
C 1.38 1.16 -5.73  -1.41
C -3.25 -0.78 -3.14  1.33
C -4.31 4.14 0.70  0.25
C 2.22 5.24 2.09  -0.25
C -4.43 -2.13 0.85  -0.60
C 3.51 -4.70 -3.89  -1.54
C 2.79 -3.39 -3.42  0.31
C 4.84 -4.65 2.39  -0.85
C -4.96 2.76 0.73  -1.38
C 3.29 1.81 -0.88  3.42
C 4.59 4.18 -3.30  -0.64
C -0.69 -7.32 -3.01  -1.68
C 7.55 -2.54 0.01  -1.39
C 2.11 2.72 -0.38  -0.25
C -4.06 -6.46 2.84  -1.66
C 0.31 -2.40 4.92  -1.18
C 7.41 -0.64 -1.60  -1.34
C -4.90 4.86 -3.40  0.93
C 2.41 4.60 4.34  -1.02
C -3.07 -5.88 1.81  1.19
C 4.07 -4.98 1.13  0.76
C -6.41 -1.01 -0.38  -1.11
C 2.79 -2.02 4.55  -0.87
C -5.75 -1.45 0.97  0.51
C -0.59 5.84 -1.43  1.71
C -4.18 -1.94 -3.05  -1.21
H 1.33 2.77 -1.16  -0.39
H -2.00 -4.75 3.40  0.44
H -5.06 4.93 0.73  0.53
H 1.64 -0.72 -0.67  -0.52
H -3.76 -1.38 0.56  -0.48
H 3.74 -1.85 5.06  0.57
H -2.58 5.00 1.69  0.39
H -4.07 6.10 -5.01  0.40
H 2.72 -3.13 4.30  0.09
H 1.50 2.66 3.28  -0.17
H -6.41 -1.80 -1.18  0.33
H 0.22 -7.37 -0.46  0.24
H -1.87 1.95 -4.71  0.13
H -3.30 1.27 -2.76  -0.81
H 4.22 -2.11 -4.31  0.63
H 5.21 5.07 -3.10  0.28
H 2.92 4.50 1.73  0.31
H 1.50 5.40 -1.77  0.30
H -6.45 3.68 -4.12  0.47
H 6.88 0.26 -1.92  0.21
H -2.55 5.83 -1.66  0.16
H -1.55 -4.76 -2.92  0.61
H -2.29 -1.07 -2.68  -0.52
H -1.56 -4.30 -1.34  -0.08
H 5.05 2.45 -0.11  0.40
H -4.86 0.55 -2.60  0.95
H 2.02 -5.07 1.90  0.04
H 2.97 0.75 -1.03  -1.67
H -2.94 4.31 -3.30  0.07
H -4.04 -2.76 -3.77  0.46
H -1.53 7.40 -0.47  0.46
H -1.20 -6.21 3.10  0.46
H -6.42 0.24 1.85  0.30
H 3.58 4.51 -3.61  0.18
H 1.59 2.37 0.55  -0.69
H 1.73 -2.89 -1.79  0.08
H -4.76 5.64 -2.67  0.23
H 2.85 2.64 -2.85  0.03
H -4.40 -5.68 3.58  0.36
H -4.02 -2.56 1.73  0.66
H -1.84 0.12 0.38  -1.06
H 1.98 2.13 -5.65  0.24
H -1.11 1.98 -6.21  0.51
H -5.87 -0.19 -0.91  0.09
H -3.05 1.11 2.50  -0.30
H -6.87 4.90 -2.89  0.39
H 2.82 6.16 2.21  0.43
H 4.88 0.89 -0.05  -0.09
H 7.18 -3.37 -0.73  0.19
H 0.50 -5.74 -2.19  -0.29
H 4.69 -5.63 0.50  0.21
H -2.53 -5.78 -1.82  0.46
H -3.65 0.33 -1.33  -0.71
H 3.71 -1.99 2.00  -0.30
H -1.39 -1.94 1.11  0.27
H 0.30 -3.45 4.72  0.58
H -1.59 2.54 3.97  0.27
H 2.14 0.40 -5.44  0.22
H 3.72 3.26 6.19  0.39
H -5.22 -1.62 -3.09  0.32
H -0.09 -2.91 0.56  0.32
H -0.40 -2.18 5.73  0.40
H 2.55 5.46 5.01  0.38
H 1.23 0.95 -6.77  0.44
H -4.43 -2.99 0.12  0.14
H 1.81 -2.67 6.36  0.30
H 4.21 1.57 -2.78  0.54
H -4.05 1.42 3.96  0.50
H 3.34 4.35 3.91  0.45
H 7.31 -2.94 0.96  0.22
H 4.28 -3.88 2.90  -0.15
H -1.78 3.03 -1.61  0.48
H -4.98 -6.77 2.35  0.42
H -2.97 3.40 2.34  -0.18
H 8.50 -0.52 -1.40  0.42
H 0.13 -8.01 -3.10  0.44
H -1.03 -4.95 1.88  -0.07
H 3.42 -0.22 1.81  -0.10
H 3.95 -4.41 -4.83  0.47
H -0.82 1.48 6.06  0.20
H 7.28 -1.36 -2.40  0.31
H -2.43 2.35 6.32  0.28
H 0.03 1.39 -2.77  -1.02
H 0.07 1.00 4.03  -0.68
H -2.27 -6.87 0.31  0.22
H 5.01 -5.47 3.06  0.51
H 2.54 2.03 6.78  0.25
H -5.37 2.61 1.67  0.72
H 3.42 -1.27 -3.01  -0.18
H 8.60 -2.34 -0.03  0.50
H 2.41 -6.03 0.41  0.25
H 2.48 3.69 -0.23  0.34
H -4.12 -2.43 -2.12  -0.04
H -0.77 -6.85 -4.00  0.39
H 5.05 -1.97 0.10  -0.10
H 1.95 -3.17 -4.10  0.40
H -5.75 5.96 -4.99  0.46
H -0.74 3.07 -0.10  -0.77
H -1.58 -7.91 -2.86  0.41
H -4.32 1.88 0.48  0.06
H -5.83 2.73 0.06  0.44
H 0.74 -0.53 -2.05  -0.15
H -6.59 -2.13 1.41  0.15
H -1.17 -1.49 -1.28  -1.44
H -3.55 -7.18 3.44  0.40
H -2.71 -1.15 -5.02  0.41
H -2.35 2.33 -0.10  -0.73
H 3.26 -3.98 -0.29  -0.18
H 0.83 3.70 5.35  0.26
H 2.38 3.79 7.30  0.37
H 4.59 -2.62 -2.56  -0.18
H 2.74 -5.43 -4.12  0.39
H 1.57 0.17 5.58  0.05
H 2.90 -6.64 2.00  0.50
H -0.63 5.15 -0.55  -0.56
H 6.88 -0.58 0.52  0.31
H -0.23 0.16 -4.62  0.02
H -0.02 -1.93 4.02  0.07
H -0.20 7.84 -1.60  0.40
H -3.43 -5.06 1.20  -0.14
H 4.42 -0.81 3.11  0.74
H 1.57 5.38 1.17  -0.21
H 0.29 -1.46 1.59  -0.10
H 2.56 1.82 4.18  0.11
H 5.08 3.53 -4.06  0.29
H -4.84 4.52 -5.54  0.25
H 0.75 6.33 -3.03  0.51
H -3.96 4.65 2.76  0.48
H 0.18 7.15 -0.07  0.32
H -0.48 3.09 -4.91  0.16
H -0.16 0.72 0.66  -0.10
H 0.62 -0.48 6.75  0.35
H -3.12 -0.06 3.83  0.65
H -4.02 3.88 -1.34  -0.20
H -2.46 0.58 6.09  0.32
H 5.82 -4.19 2.25  0.10
H -7.36 -0.62 -0.13  0.55
H -6.15 3.30 -2.42  0.14
H 0.49 4.56 -2.90  -0.05
H 4.33 -4.91 -3.15  0.25

As for the HOMO energy: -8.80 eV. The HOMO-LUMO gap comes out at 9.34 eV. The calculation puts the energy above the lowest of the compared OMol25 structures with the same formula, charge and spin at 3.75 kcal/mol.